{
  "formula": "C61H53Cl2F9GeN3OP2Sn",
  "method": "the ωB97M-V functional and the def2-TZVPD basis",
  "fmax_ev_per_a": 1.579,
  "charge": 2,
  "lumo_energy_ha": [-0.1930, -0.2452],
  "homo_energy_ev": [-11.837, -13.239],
  "spin_multiplicity": 2,
  "gap_ha": [0.2420, 0.2413],
  "e_tot_ev": -201049.767,
  "elements": ["Sn", "Ge", "Cl", "Cl", "P", "P", "F", "F", "F", "F", "F", "F", "F", "F", "F", "O", "N", "N", "N", "C", "C", "C", "C", "C", "C", "C", "C", "C", "C", "C", "C", "C", "C", "C", "C", "C", "C", "C", "C", "C", "C", "C", "C", "C", "C", "C", "C", "C", "C", "C", "C", "C", "C", "C", "C", "C", "C", "C", "C", "C", "C", "C", "C", "C", "C", "C", "C", "C", "C", "C", "C", "C", "C", "C", "C", "C", "C", "C", "C", "C", "H", "H", "H", "H", "H", "H", "H", "H", "H", "H", "H", "H", "H", "H", "H", "H", "H", "H", "H", "H", "H", "H", "H", "H", "H", "H", "H", "H", "H", "H", "H", "H", "H", "H", "H", "H", "H", "H", "H", "H", "H", "H", "H", "H", "H", "H", "H", "H", "H", "H", "H", "H", "H"],
  "positions_angstrom": [[-0.6878, -0.7305, 0.0550], [-2.5209, -0.9829, -2.8328], [1.4512, -0.4921, -1.8854], [1.1577, -3.1784, -2.9566], [1.3095, -2.0897, 1.7638], [0.9373, 2.0971, 0.4095], [-1.4462, 3.3622, 6.5148], [7.2797, 1.0380, -1.3601], [-2.8422, 6.7908, -2.5167], [-1.2791, 6.5867, -3.9795], [-0.7482, 5.3480, 6.0729], [7.6512, 2.7862, -0.1487], [0.6034, 3.8852, 6.8955], [7.4359, 0.8562, 0.7727], [-1.0293, 7.9369, -2.3180], [-2.5734, -3.1703, -0.2167], [-1.2688, -3.2520, 0.3014], [-2.9845, 0.5659, 0.2405], [-1.9704, -1.0877, 2.3487], [1.3141, -1.5102, 5.8456], [1.0823, -6.5776, 2.8782], [1.1307, 3.9857, 2.5737], [-5.3103, -0.5216, -1.8365], [1.7964, -1.5587, -3.2457], [-2.1631, 3.3521, -4.8424], [3.0313, -2.0400, 1.1529], [2.1591, 0.4627, 4.7698], [0.0289, -4.6545, 1.8264], [-2.3823, 0.8255, -3.6853], [-0.4080, 4.0591, 6.0323], [-7.0608, -2.1595, -1.7744], [1.0952, 4.5504, -1.0598], [2.2251, -5.8244, 3.1092], [-1.6849, 4.6261, -1.3231], [3.2945, 2.0181, -1.0223], [-1.7981, -2.4060, -4.0632], [-3.5180, 1.5584, -4.0048], [-1.3450, -4.7200, -4.5868], [-4.4433, -1.4279, -2.4432], [1.8457, -0.2319, 5.9286], [4.9523, 2.1079, 1.2026], [-1.5150, 6.7437, -2.6638], [-0.7994, -4.3488, -5.8040], [0.3107, 3.5340, -0.5316], [-3.4772, 0.7142, 1.6112], [0.6250, 2.7826, 2.0815], [-6.6063, -0.8782, -1.5087], [1.9480, -0.1258, 3.5385], [-1.0225, 2.6255, -4.5425], [4.1245, -1.5286, 1.8410], [1.1123, -2.1101, 4.6126], [-1.1456, -4.2330, 1.1084], [1.1764, -3.8887, 2.0916], [-0.0374, 3.6138, 4.6384], [4.4450, -2.5292, -0.7297], [-1.8260, -3.7550, -3.7198], [0.8025, 4.4001, 3.8551], [5.3712, -1.5215, 1.2393], [-6.2288, -3.0524, -2.4279], [3.5861, 2.2604, 1.3546], [-3.4104, 2.8092, -4.5870], [2.7461, 2.1958, 0.2465], [3.2053, -2.5670, -0.1224], [0.4900, 5.5963, -1.7345], [-3.3703, -0.6400, 2.3035], [-1.0741, 3.5885, -0.6503], [2.2623, -4.4940, 2.7216], [-0.5376, 2.4117, 4.1602], [-0.7674, -3.0108, -6.1583], [5.4798, 1.8690, -0.0585], [-0.8907, 5.6228, -1.8736], [1.4587, -1.4267, 3.4531], [0.0013, -5.9935, 2.2506], [6.9639, 1.6422, -0.2070], [-0.2069, 2.0121, 2.8819], [-4.9308, -2.6953, -2.7448], [5.5301, -1.9956, -0.0526], [4.6578, 1.8533, -1.1768], [-1.1351, 1.3753, -3.9616], [-1.2548, -2.0464, -5.2908], [-6.5949, -4.0294, -2.7001], [-1.9565, -2.0792, 2.5719], [-2.0087, -4.8910, 1.2083], [4.5710, -2.9123, -1.7297], [2.6497, 2.0252, -1.8904], [1.7809, 4.5990, 1.9649], [3.1495, -3.9075, 2.9218], [0.7143, -3.1150, 4.5668], [-0.5748, 1.0741, 2.4861], [-3.6246, -0.0669, -0.2423], [-0.3912, -5.0969, -6.4666], [-4.9949, 0.4997, -1.6644], [1.1963, 5.3262, 4.2515], [-3.8065, -0.5747, 3.3051], [5.6067, 2.1692, 2.0566], [2.1687, 4.5257, -0.9461], [4.0135, -1.1333, 2.8386], [-7.2678, -0.1555, -1.0541], [1.3158, -1.1504, -4.1337], [-4.3119, -3.4015, -3.2769], [-3.0681, 1.4542, -0.2490], [-0.2390, 0.8127, -3.7298], [-0.0476, 3.0332, -4.7680], [-1.2340, -1.0042, -5.5802], [2.1843, 0.3960, 2.6179], [-8.0584, -2.4501, -1.4845], [-2.2318, -4.0790, -2.7691], [6.5049, -1.9657, -0.5155], [2.8788, -1.6054, -3.3578], [6.2223, -1.1461, 1.7872], [1.0291, -7.6095, 3.1921], [2.5789, 1.4555, 4.8313], [3.1783, 2.4423, 2.3379], [-1.4973, -0.6263, 3.1228], [-2.4816, -3.0127, -1.1707], [-2.7573, 4.6749, -1.4287], [-1.1668, 1.8066, 4.7940], [3.0793, -6.2688, 3.6000], [-4.5207, 1.0507, 1.6324], [-2.0782, 4.3326, -5.2804], [-3.9297, -1.3712, 1.7158], [1.0589, -2.0455, 6.7470], [2.3554, -3.0135, -0.6178], [5.0912, 1.7200, -2.1559], [-0.3679, -2.7164, -7.1160], [-4.3028, 3.3556, -4.8499], [-4.4976, 1.1449, -3.8203], [-1.6639, 2.8076, -0.1905], [2.0218, 0.2211, 6.8918], [-1.3923, -5.7631, -4.3122], [-2.8641, 1.4595, 2.1236], [-0.8841, -6.5800, 2.0530], [1.0876, 6.3915, -2.1532]],
  "forces_ev_per_angstrom": [[-0.78, -0.29, 0.49], [-0.62, 0.01, -1.45], [0.37, 0.49, -0.16], [0.33, 0.10, -0.04], [0.67, -0.28, 0.43], [0.17, 0.99, 0.40], [-0.13, -0.16, -0.06], [-0.17, 0.04, -0.18], [-0.20, -0.08, 0.13], [0.14, -0.06, -0.14], [0.07, 0.19, -0.16], [-0.03, 0.19, -0.03], [0.26, -0.03, -0.06], [-0.01, -0.11, 0.29], [0.17, 0.08, 0.11], [-0.32, -0.23, 0.34], [0.35, 0.14, -0.08], [-0.13, 0.07, -0.10], [0.26, -0.04, -0.07], [-0.09, 0.07, 0.10], [0.08, 0.07, 0.06], [-0.04, -0.02, 0.04], [0.07, 0.24, -0.02], [0.12, -0.51, -0.44], [0.02, 0.01, -0.03], [-0.23, 0.19, -0.14], [0.07, 0.07, 0.04], [0.91, -0.25, 0.56], [0.12, -0.81, 0.66], [-0.10, 0.02, 0.24], [0.02, 0.01, -0.02], [-0.02, -0.15, -0.02], [-0.11, -0.03, -0.03], [0.06, 0.21, -0.10], [0.02, 0.12, 0.05], [-0.26, 0.59, 0.75], [-0.26, -0.15, 0.10], [-0.06, -0.11, 0.09], [0.90, 0.17, 0.06], [0.02, -0.04, -0.04], [0.09, -0.04, -0.21], [-0.12, 0.03, -0.13], [0.03, 0.05, -0.02], [-0.07, -0.37, -0.15], [-0.11, -0.17, 0.30], [-0.13, -0.53, -0.01], [-0.09, 0.03, 0.11], [-0.06, -0.13, -0.03], [0.10, 0.04, 0.00], [-0.15, 0.06, 0.00], [0.02, -0.08, -0.02], [-0.95, -0.01, -0.66], [-0.25, -0.05, -0.08], [-0.14, -0.15, 0.03], [0.01, -0.02, -0.08], [-0.18, -0.02, 0.01], [-0.03, -0.12, -0.01], [0.12, -0.02, 0.02], [-0.15, -0.07, 0.08], [0.02, 0.02, -0.05], [-0.03, 0.10, -0.03], [-0.12, -0.26, -0.02], [0.00, 0.04, 0.12], [-0.11, 0.01, -0.02], [-0.29, 0.39, -0.12], [0.09, -0.02, -0.08], [-0.07, 0.03, -0.02], [-0.05, 0.32, 0.20], [0.09, -0.03, -0.06], [0.00, -0.02, -0.09], [-0.01, 0.05, 0.02], [-0.26, 0.18, -0.31], [-0.12, 0.24, -0.18], [0.17, -0.01, 0.00], [0.10, 0.08, -0.10], [0.16, -0.09, -0.18], [0.09, 0.01, 0.11], [0.14, 0.08, 0.09], [0.23, -0.14, 0.06], [-0.07, 0.28, 0.05], [-0.03, -0.15, 0.01], [0.14, 0.05, -0.04], [-0.08, 0.03, -0.05], [0.02, -0.16, -0.14], [0.02, -0.04, -0.06], [0.02, 0.04, -0.06], [0.02, -0.02, 0.01], [0.01, -0.04, -0.01], [0.01, 0.01, 0.07], [0.13, 0.02, -0.04], [-0.05, -0.06, -0.09], [0.00, 0.10, 0.06], [-0.02, 0.05, -0.03], [-0.01, -0.09, -0.11], [0.09, -0.04, 0.15], [0.10, 0.03, -0.04], [0.05, -0.02, 0.08], [-0.03, 0.07, 0.05], [0.03, -0.05, 0.13], [0.04, -0.09, -0.03], [0.10, -0.13, -0.09], [0.08, 0.03, 0.03], [0.08, 0.04, 0.01], [0.01, 0.08, -0.09], [0.09, 0.09, 0.10], [-0.12, -0.02, -0.06], [-0.03, -0.11, 0.04], [0.07, 0.00, -0.07], [-0.16, -0.01, 0.03], [0.05, 0.05, 0.00], [0.02, -0.05, -0.01], [0.00, 0.15, 0.02], [0.02, -0.04, 0.07], [0.11, -0.08, -0.03], [0.13, 0.05, 0.17], [-0.09, -0.01, 0.01], [-0.10, -0.05, 0.04], [0.04, 0.01, 0.01], [0.13, -0.02, 0.10], [0.01, 0.14, -0.10], [-0.07, -0.03, 0.11], [-0.02, -0.06, 0.09], [0.01, -0.05, -0.18], [0.01, -0.06, -0.09], [0.07, 0.05, -0.11], [-0.10, 0.07, -0.01], [-0.14, -0.04, -0.02], [-0.06, 0.00, -0.02], [-0.01, 0.04, 0.10], [0.01, -0.09, 0.05], [-0.09, 0.02, 0.03], [-0.09, -0.08, 0.02], [0.06, 0.09, -0.04]],
  "lowdin_spin": [0.11, 0.35, 0.00, 0.00, 0.04, 0.03, 0.00, 0.00, 0.00, 0.00, 0.00, 0.00, 0.00, 0.00, 0.00, 0.02, -0.01, 0.01, 0.02, 0.00, 0.00, 0.00, 0.01, 0.00, 0.01, 0.00, 0.00, 0.00, 0.06, 0.00, 0.02, 0.00, 0.00, 0.00, 0.00, 0.07, 0.02, 0.00, 0.06, 0.00, 0.00, 0.00, 0.01, 0.00, 0.00, 0.00, 0.00, 0.00, 0.00, 0.00, 0.00, 0.00, 0.01, 0.00, 0.00, 0.01, 0.00, 0.00, 0.00, 0.00, 0.00, 0.00, 0.00, 0.00, 0.00, 0.00, 0.00, 0.00, 0.00, 0.00, 0.00, 0.00, 0.00, 0.00, 0.00, 0.02, 0.00, 0.00, 0.01, 0.02, 0.00, 0.00, 0.00, 0.00, 0.00, 0.00, 0.00, 0.00, 0.00, 0.01, 0.00, 0.00, 0.00, 0.00, 0.00, 0.00, 0.00, 0.00, 0.00, 0.00, 0.00, 0.00, 0.00, 0.00, 0.00, 0.00, 0.00, 0.00, 0.00, 0.00, 0.00, 0.00, 0.00, 0.00, 0.02, 0.00, 0.00, 0.00, 0.00, 0.00, 0.00, 0.00, 0.00, 0.00, 0.00, 0.00, 0.00, 0.00, 0.00, 0.00, 0.00, 0.00, 0.00]
}